DFT (ωB97M-V with the def2-TZVPD basis set) results for an isolated molecule of C4H5N3 in a non-equilibrium geometry.

As for the relative energy (zero: lowest compared OMol25 entry of this formula, charge and spin): 68.71 kcal/mol. For the HOMO-LUMO gap, the calculation gives 10.810 eV. Its HOMO energy is -10.05 eV.

CARTESIAN COORDINATES (ANGSTROEM)
C: -0.3451 -0.6020 -1.4142
C: 0.9613 0.4204 0.5562
C: -0.0479 -0.4092 1.1836
C: -1.2906 0.3288 1.4062
H: 0.9547 0.4434 -2.3285
H: -1.3212 -1.1348 -1.3313
H: 0.6387 1.4236 0.2524
H: 2.0075 0.3441 0.8213
H: 0.0321 -1.2112 1.9379
N: 0.1065 -0.0533 -2.4756
N: 0.4386 -0.6383 -0.2303
N: -2.1346 1.0885 1.6226

Löwdin population analysis, charges in e, atoms 1 to 5: atom 1 (C): -0.25, atom 2 (C): -0.12, atom 3 (C): -0.22, atom 4 (C): -0.19, atom 5 (H): 0.03